13
Properties=species:S:1:pos:R:3:forces:R:3 method="wB97M-V/def2-TZVPD" relative_energy_kj_mol=444.60 lumo_ev="0.0 / 0.0" smiles="C#C/C(C)=N/C" orbital_gap_ev="8.19 / 8.19"
C 2.215 -1.384 -0.535 -0.17 0.16 -0.30
C 1.182 -0.778 -0.659 0.79 -0.19 -1.05
C -0.058 -0.093 -0.513 0.48 -0.05 -1.08
C -0.079 1.395 -0.690 0.09 0.15 0.02
N -1.041 -0.836 -0.179 1.30 0.14 0.73
C -1.248 -0.407 1.210 -1.23 -0.31 0.52
H 3.137 -1.911 -0.548 0.05 -0.03 0.17
H 0.153 1.482 -1.759 0.04 0.30 0.12
H 0.689 1.929 -0.132 0.02 0.02 -0.02
H -1.073 1.821 -0.525 0.22 -0.18 0.09
H -0.410 -0.842 1.796 -0.51 0.18 -0.14
H -1.314 0.661 1.475 -0.14 -0.18 -0.36
H -2.143 -0.943 1.409 -0.92 -0.02 1.31

43
Properties=species:S:1:pos:R:3:forces:R:3 method="wB97M-V/def2-TZVPD" relative_energy_kj_mol=64.70 lumo_ev=0.5 smiles="COc1ccc(S(=O)(=O)N[C@H](C)C(=O)NCc2ccncc2)cc1Cl" orbital_gap_ev=9.66
C 2.852 1.736 6.720 0.10 0.23 0.14
O 2.358 0.621 6.012 -0.16 -0.21 -0.28
C 1.831 0.806 4.787 -0.07 -0.04 -0.15
C 1.732 2.030 4.129 0.09 -0.10 0.20
C 1.170 2.104 2.865 -0.11 0.02 -0.12
C 0.699 0.962 2.255 -0.35 0.15 -0.42
S 0.018 1.043 0.612 0.60 0.29 0.12
O -0.236 2.412 0.272 0.31 0.02 0.15
O -1.061 0.095 0.502 0.22 -0.28 0.28
N 1.303 0.490 -0.294 -0.55 0.24 0.40
C 1.159 -0.714 -1.099 0.13 -0.43 -0.19
C 2.514 -1.377 -1.305 -0.27 0.17 0.04
C 0.510 -0.344 -2.446 -0.07 -0.18 0.37
O 1.136 -0.282 -3.485 0.28 -0.05 -0.24
N -0.795 -0.045 -2.334 -0.47 0.14 -0.08
C -1.587 0.427 -3.450 0.13 0.02 -0.10
C -2.647 -0.577 -3.817 -0.17 -0.04 -0.05
C -4.000 -0.275 -3.750 0.21 -0.10 -0.07
C -4.918 -1.257 -4.090 -0.09 0.22 0.07
N -4.575 -2.474 -4.471 -0.44 -0.31 -0.10
C -3.286 -2.764 -4.532 0.41 -0.01 0.00
C -2.285 -1.859 -4.218 -0.17 0.10 0.01
C 0.779 -0.269 2.882 0.06 -0.03 0.26
C 1.343 -0.346 4.139 0.03 0.21 -0.07
Cl 1.462 -1.857 4.948 -0.03 -0.24 0.04
H 3.214 1.341 7.667 -0.02 0.08 -0.07
H 2.064 2.470 6.911 0.03 -0.03 -0.02
H 3.679 2.214 6.187 -0.04 -0.02 0.01
H 2.092 2.931 4.599 0.04 0.07 0.06
H 1.080 3.046 2.347 0.02 0.16 0.01
H 1.773 1.241 -0.774 0.04 0.31 0.02
H 0.485 -1.369 -0.539 0.08 -0.05 -0.17
H 2.378 -2.345 -1.778 0.05 -0.07 -0.09
H 3.127 -0.761 -1.957 0.08 -0.01 -0.06
H 3.017 -1.508 -0.351 0.00 -0.04 0.10
H -1.237 -0.091 -1.424 0.10 -0.10 -0.12
H -2.041 1.389 -3.194 0.05 -0.07 -0.09
H -0.894 0.562 -4.288 -0.16 0.08 0.13
H -4.333 0.705 -3.441 -0.05 0.10 0.04
H -5.982 -1.062 -4.052 -0.07 0.11 0.04
H -3.048 -3.770 -4.851 0.12 -0.06 -0.02
H -1.244 -2.133 -4.286 0.13 -0.07 -0.01
H 0.391 -1.147 2.393 -0.02 -0.21 0.04

20
Properties=species:S:1:pos:R:3:forces:R:3 method="wB97M-V/def2-TZVPD" relative_energy_kj_mol=630.98 lumo_ev=-9.3 total_charge=+1 orbital_gap_ev=6.55
C -0.678 1.689 0.364 -1.19 1.27 -3.06
C -0.796 0.161 0.155 1.05 -2.58 -0.18
C 0.494 -0.623 0.367 1.30 -0.57 -0.68
C 1.057 -0.611 1.796 -0.54 -1.89 1.10
C 1.560 -0.233 -0.712 0.03 -0.13 0.16
N -1.187 -0.179 -1.134 -1.65 1.07 1.74
H -0.038 2.050 -0.445 0.16 0.01 0.39
H -1.643 2.135 0.202 -0.49 0.27 -0.01
H -0.349 1.993 1.295 0.92 -0.19 2.07
H -1.503 -0.179 1.023 -0.19 0.72 -1.38
H 0.126 -1.611 0.057 0.67 -0.21 0.60
H 1.398 0.373 2.075 0.24 0.34 0.07
H 0.257 -0.928 2.562 1.14 0.44 -1.06
H 1.926 -1.360 1.929 -1.42 1.27 -0.43
H 2.040 0.746 -0.521 -0.38 -0.36 -0.03
H 2.404 -0.970 -0.783 -1.04 0.52 0.06
H 0.993 -0.206 -1.674 0.76 0.05 0.37
H -2.181 0.107 -1.349 0.64 -0.03 0.27
H -2.395 -1.896 -4.384 -0.37 1.39 1.22
H -2.558 -1.301 -3.870 0.36 -1.38 -1.22

110
Properties=species:S:1:pos:R:3:forces:R:3 method="wB97M-V/def2-TZVPD" lumo_ev=0.5 smiles="CCOC(=O)C(F)(F)F.COC(=O)OC.COC(=O)OC.COC(=O)OC.COC(=O)OC.COC(=O)OC.COC(=O)OC.COC(=O)OC.COC(=O)OC" orbital_gap_ev=10.89
C 15.414 13.317 19.888 1.62 0.44 -0.14
C 16.459 14.361 20.259 1.01 -0.20 0.63
O 15.838 15.636 20.038 -0.32 0.94 -0.76
C 16.487 16.735 20.440 -1.00 -2.03 0.55
O 17.568 16.744 20.912 1.41 0.12 0.32
C 15.591 17.959 20.397 1.75 0.13 1.83
F 14.944 17.973 19.266 -0.53 1.15 -0.50
F 14.723 17.982 21.455 0.58 0.10 -1.19
F 16.501 18.976 20.582 -1.97 -0.08 -0.79
H 15.898 12.414 19.588 0.39 -0.75 -0.11
H 14.848 13.655 19.070 -0.50 0.62 -1.44
H 14.677 13.093 20.589 -0.87 -0.18 1.74
H 17.413 14.215 19.660 -1.22 0.53 0.44
H 16.782 14.428 21.324 -0.23 -0.72 -0.63
C 13.002 20.229 14.542 -0.23 0.59 1.39
O 12.972 19.331 13.497 1.18 -2.72 -1.29
C 13.784 18.236 13.599 0.41 -0.08 0.15
O 14.497 17.935 14.540 -1.16 0.64 -0.92
O 13.707 17.551 12.442 -0.30 0.39 0.48
C 14.076 16.166 12.443 0.01 -0.24 0.38
H 13.931 20.216 15.099 0.20 -0.07 0.00
H 12.175 20.034 15.225 -0.02 -0.03 0.13
H 12.848 21.176 14.082 -0.07 0.94 -0.11
H 14.404 15.809 13.405 -0.03 0.24 0.63
H 14.907 15.964 11.783 0.01 0.33 -0.52
H 13.197 15.593 12.172 -0.07 0.01 -0.26
C 12.014 15.108 23.940 0.35 1.52 1.86
O 10.970 15.966 23.514 -1.26 0.55 0.77
C 10.401 15.538 22.398 -0.91 -0.07 1.08
O 10.894 14.670 21.735 -0.12 -0.16 -0.92
O 9.191 16.118 22.258 1.69 -0.69 -0.49
C 8.638 15.877 20.954 -0.12 2.06 -0.83
H 12.715 15.237 23.189 2.11 -0.22 -1.08
H 11.729 14.079 23.964 -0.39 -0.59 0.33
H 12.395 15.527 24.923 -0.61 -0.71 -1.20
H 9.352 16.142 20.123 -0.62 -0.29 1.05
H 7.797 16.580 20.966 0.06 -0.21 -0.37
H 8.282 14.891 20.793 -0.05 -1.00 0.18
C 11.613 12.625 15.946 1.13 0.80 1.79
O 11.310 13.255 14.725 -0.15 0.05 -0.19
C 11.458 12.597 13.564 1.77 -2.66 2.12
O 11.929 11.465 13.409 -1.08 1.96 0.20
O 11.070 13.420 12.663 -0.48 1.45 -1.40
C 11.032 13.004 11.325 -2.61 -0.81 -0.53
H 10.755 12.530 16.581 -0.98 0.17 -0.04
H 12.334 13.243 16.583 -0.61 -0.65 -1.37
H 11.980 11.638 15.825 0.64 -0.85 -0.40
H 11.858 12.451 10.987 1.17 -1.09 0.10
H 11.003 13.875 10.730 -0.16 1.16 -0.47
H 10.054 12.448 11.132 1.38 0.46 0.25
C 16.655 16.199 16.308 -0.52 1.69 -0.17
O 16.932 14.875 16.073 0.63 -1.81 -0.35
C 15.982 13.967 16.176 0.63 -0.05 -0.19
O 14.794 14.116 16.219 -0.43 0.55 0.12
O 16.614 12.798 16.189 -0.81 -0.80 -0.06
C 15.692 11.706 16.082 0.37 -1.53 0.66
H 17.476 16.713 15.783 -0.43 0.26 0.62
H 16.662 16.330 17.399 -0.01 0.56 -0.34
H 15.693 16.499 15.857 0.40 -0.01 0.38
H 14.869 11.742 16.807 0.16 0.47 -0.30
H 16.267 10.807 16.364 -0.09 0.43 -0.39
H 15.304 11.584 15.068 0.03 0.23 0.12
C 7.472 17.849 25.641 -2.25 0.10 0.33
O 7.536 18.225 24.293 0.07 0.37 -0.84
C 8.686 18.793 23.908 -0.98 0.03 2.52
O 9.541 19.125 24.686 0.77 -0.08 -0.18
O 8.608 18.994 22.647 0.92 0.31 -2.61
C 9.863 19.355 22.010 0.29 -1.02 -0.60
H 8.086 16.995 25.770 0.61 -0.80 0.55
H 6.390 17.593 25.743 0.91 -0.12 0.28
H 7.684 18.641 26.355 0.35 0.11 -0.20
H 9.881 20.454 21.912 0.55 -0.49 0.57
H 9.783 18.977 20.954 0.11 0.09 1.10
H 10.729 18.813 22.559 -1.37 1.45 -0.97
C 9.596 8.831 14.865 -0.07 -2.13 -0.43
O 9.401 7.946 16.013 -0.05 0.70 -1.94
C 10.326 8.126 16.923 -0.92 -1.29 0.55
O 11.261 8.862 16.858 0.81 0.65 0.51
O 9.981 7.275 17.900 0.66 1.07 1.55
C 10.590 7.571 19.206 0.68 -0.72 -1.09
H 10.641 9.027 14.691 0.19 0.08 -0.01
H 9.063 9.697 15.086 -0.76 1.71 0.16
H 9.148 8.319 14.003 0.14 0.16 0.35
H 9.815 7.513 19.950 -0.37 0.03 0.13
H 11.084 8.571 19.222 -0.27 -0.97 -0.15
H 11.280 6.716 19.336 0.02 0.83 0.39
C 9.545 18.399 17.413 0.16 0.71 0.39
O 9.802 19.808 17.638 0.40 0.42 0.10
C 10.814 20.127 18.487 -1.40 -0.95 -0.14
O 11.560 19.310 18.975 0.16 0.39 -0.13
O 10.735 21.427 18.752 0.55 0.13 0.49
C 11.652 21.918 19.814 -0.38 0.29 -1.85
H 9.362 17.941 18.366 0.54 -0.53 0.53
H 10.360 17.957 16.847 -0.11 -0.21 0.14
H 8.585 18.311 16.925 0.02 0.39 -0.63
H 11.031 22.175 20.667 0.11 0.01 0.04
H 12.114 22.840 19.354 -0.25 -1.19 0.81
H 12.323 21.081 20.008 0.28 0.53 0.26
C 11.933 12.262 19.898 -0.97 -0.77 -0.26
O 12.287 13.565 19.420 -0.06 -0.49 0.77
C 11.162 14.207 19.179 -2.51 0.47 -0.49
O 10.044 13.726 19.222 0.86 -0.05 -0.36
O 11.284 15.475 18.837 1.96 1.13 -0.02
C 12.661 16.029 18.921 -0.66 0.49 -1.07
H 11.632 11.695 19.025 -0.25 -0.31 -0.14
H 11.057 12.277 20.593 1.09 0.20 -0.42
H 12.794 11.768 20.284 0.76 0.06 0.56
H 13.250 15.678 18.052 -0.24 -0.03 0.58
H 13.099 15.748 19.858 0.28 -0.25 0.34
H 12.605 17.131 18.868 -0.47 -0.68 0.01

13
Properties=species:S:1:pos:R:3:forces:R:3 method="wB97M-V/def2-TZVPD" relative_energy_kj_mol=64.36 lumo_ev=0.8 smiles="CCCN=C=O" orbital_gap_ev=11.14
C -1.078 0.304 1.116 -0.06 -0.02 0.13
C -0.966 -0.050 -0.368 0.07 -0.02 0.01
C 0.394 0.454 -0.847 -0.09 0.09 -0.23
N 1.454 -0.053 0.008 0.62 -0.50 -0.19
C 2.208 -0.986 -0.104 0.19 -0.05 -0.01
O 2.994 -1.858 -0.122 -0.39 0.41 0.06
H -0.070 0.227 1.544 -0.43 0.13 0.14
H -1.714 -0.372 1.689 -0.14 0.07 -0.16
H -1.446 1.328 1.244 0.10 -0.16 0.06
H -1.750 0.419 -0.980 0.15 -0.07 0.21
H -1.049 -1.132 -0.534 0.13 0.15 0.08
H 0.617 0.172 -1.878 -0.20 0.11 -0.02
H 0.408 1.546 -0.768 0.07 -0.14 -0.08

72
Properties=species:S:1:pos:R:3:forces:R:3 method="wB97M-V/def2-TZVPD" relative_energy_kj_mol=0.00 lumo_ev=0.6 smiles=COCCOC.COCCOC.COCCOC.COCCOC.ClCCCl orbital_gap_ev=10.17
C 5.226 3.503 3.013 0.89 -0.67 -0.35
O 3.850 3.619 2.818 -0.23 0.04 0.16
C 3.156 2.553 3.447 0.13 0.47 0.03
C 1.661 2.783 3.418 -0.79 -0.19 -0.37
O 1.181 4.055 3.792 0.34 -0.03 -0.09
C 1.194 5.003 2.729 -0.07 -0.01 0.57
H 5.525 3.424 4.063 -0.23 0.35 0.15
H 5.748 4.322 2.525 -0.21 0.27 0.14
H 5.639 2.588 2.555 -0.25 -0.04 -0.10
H 3.487 2.462 4.489 0.13 -0.02 -0.05
H 3.389 1.629 2.899 -0.09 -0.19 0.26
H 1.191 2.081 4.111 0.13 -0.12 -0.02
H 1.255 2.545 2.424 0.13 -0.02 -0.06
H 0.529 5.806 3.047 0.08 0.08 -0.06
H 0.789 4.565 1.812 0.12 -0.04 -0.06
H 2.207 5.378 2.583 -0.10 0.05 -0.25
C -1.770 -5.073 4.388 0.23 -0.65 0.12
O -1.716 -5.071 2.977 -0.49 0.47 0.10
C -1.875 -3.741 2.481 0.73 -0.58 0.37
C -2.025 -3.842 0.989 -0.05 0.15 -0.42
O -2.563 -2.630 0.489 0.09 0.01 0.25
C -2.634 -2.636 -0.905 -0.16 -0.16 -1.13
H -0.842 -4.699 4.833 -0.05 0.25 -0.05
H -1.877 -6.110 4.711 -0.02 0.03 -0.09
H -2.627 -4.514 4.771 0.01 0.13 -0.05
H -0.974 -3.186 2.756 -0.06 0.26 -0.05
H -2.725 -3.247 2.957 -0.20 0.00 -0.18
H -2.660 -4.704 0.752 -0.13 0.10 -0.04
H -1.061 -4.003 0.492 0.10 -0.18 0.16
H -2.870 -1.649 -1.303 -0.10 0.12 0.38
H -3.399 -3.325 -1.287 -0.07 -0.02 0.20
H -1.703 -2.931 -1.411 0.19 -0.02 0.37
C -0.464 -0.604 -3.050 -0.85 -0.24 0.21
O -1.680 -0.907 -3.701 -0.06 -0.25 -0.38
C -2.583 0.170 -3.773 0.67 0.37 -0.20
C -3.887 -0.282 -4.358 -0.88 -0.64 0.06
O -3.743 -0.542 -5.737 0.38 0.33 0.10
C -4.952 -0.530 -6.435 -0.50 -0.14 -0.41
H 0.088 -1.541 -3.057 0.17 0.14 0.12
H -0.719 -0.314 -2.023 0.51 0.05 0.01
H 0.124 0.184 -3.528 -0.15 0.06 -0.15
H -2.170 0.945 -4.438 -0.07 0.01 0.07
H -2.688 0.634 -2.781 -0.32 -0.12 0.01
H -4.684 0.454 -4.178 0.27 0.34 -0.12
H -4.279 -1.196 -3.887 0.35 -0.01 0.26
H -4.722 -0.634 -7.495 0.06 0.12 0.04
H -5.512 0.400 -6.276 0.10 0.04 -0.02
H -5.627 -1.362 -6.186 0.18 -0.02 0.26
C 3.844 3.292 -1.219 -0.14 0.24 0.40
O 3.189 2.261 -1.918 -0.02 -0.09 -0.27
C 2.318 1.489 -1.132 -0.01 -0.17 0.40
C 2.465 0.028 -1.505 -0.32 -0.13 -0.05
O 1.624 -0.710 -0.633 0.22 0.02 0.54
C 1.833 -2.093 -0.750 0.00 -0.44 -0.39
H 4.613 3.701 -1.871 0.00 -0.05 0.02
H 4.287 2.922 -0.288 0.19 -0.09 -0.09
H 3.166 4.100 -0.913 -0.09 -0.05 -0.22
H 1.269 1.792 -1.232 0.03 0.17 -0.10
H 2.579 1.577 -0.069 -0.04 0.04 0.00
H 3.511 -0.274 -1.388 0.00 -0.04 -0.04
H 2.139 -0.174 -2.533 0.30 0.18 -0.08
H 2.887 -2.379 -0.663 0.09 0.22 -0.08
H 1.455 -2.433 -1.722 0.14 -0.20 0.03
H 1.313 -2.651 0.028 -0.24 0.34 0.10
Cl -1.527 1.968 1.211 -0.22 -0.27 -0.12
C -1.551 0.178 0.928 0.26 0.30 1.05
C -0.393 -0.437 1.690 0.42 0.18 -0.54
Cl -0.622 -0.546 3.455 -0.19 0.15 -0.07
H -1.428 0.040 -0.139 -0.04 -0.16 0.01
H -2.486 -0.224 1.309 -0.12 0.15 -0.31
H 0.487 0.177 1.524 0.11 -0.11 0.07
H -0.175 -1.435 1.318 -0.18 -0.06 0.07